{
  "formula": "C24H25HfN7O3S",
  "method": "ωB97M-V/def2-TZVPD",
  "species": ["Hf", "C", "C", "N", "N", "C", "N", "S", "C", "C", "C", "C", "C", "N", "H", "H", "H", "H", "H", "H", "H", "H", "H", "N", "N", "C", "O", "O", "H", "H", "H", "N", "C", "C", "C", "C", "C", "C", "C", "C", "C", "C", "C", "C", "C", "H", "H", "H", "H", "H", "H", "H", "H", "H", "H", "C", "C", "O", "H", "H", "H"],
  "coordinates": [[-0.1164, 0.0960, 0.3455], [-3.6784, -2.6616, 1.4236], [-2.5879, -1.9070, 0.7378], [-2.1192, -0.7894, 1.1662], [-2.6422, -0.2558, 2.3040], [-2.4452, 1.0351, 2.4052], [-2.9051, 1.6406, 3.5193], [-1.6597, 2.0499, 1.2364], [-1.9997, -2.4095, -0.5146], [-2.3371, -3.6385, -1.0721], [-1.7617, -4.0080, -2.2778], [-0.8835, -3.1422, -2.9045], [-0.5889, -1.9377, -2.2813], [-1.1212, -1.5899, -1.1186], [-4.1828, -2.0098, 2.1307], [-3.2493, -3.5014, 1.9753], [-4.3969, -3.0547, 0.7059], [-3.4825, 1.1132, 4.1524], [-2.8884, 2.6415, 3.5725], [-3.0263, -4.3005, -0.5706], [-2.0014, -4.9649, -2.7206], [-0.4220, -3.3902, -3.8485], [0.0887, -1.2138, -2.7192], [2.0388, -0.4619, -0.5577], [2.2553, -1.8551, -0.4504], [1.5080, -2.4915, 0.5752], [1.7715, -3.6277, 0.9016], [0.5563, -1.7517, 1.0404], [2.1592, -0.1546, -1.5146], [2.6192, 0.0917, 0.0979], [3.2203, -2.1520, -0.4891], [0.0233, 1.1883, -1.4214], [0.1044, 2.3053, -2.0014], [0.4340, 3.5473, -1.2354], [-0.3339, 4.6983, -1.3915], [-0.1155, 5.7991, -0.5783], [0.8861, 5.7694, 0.3782], [1.6684, 4.6329, 0.5264], [1.4385, 3.5249, -0.2728], [-0.1460, 2.4367, -3.4699], [0.4635, 3.4351, -4.2237], [0.2583, 3.5061, -5.5938], [-0.5715, 2.5907, -6.2196], [-1.1927, 1.5981, -5.4724], [-0.9754, 1.5186, -4.1094], [-1.1204, 4.7201, -2.1352], [-0.7336, 6.6805, -0.6884], [1.0556, 6.6316, 1.0097], [2.4532, 4.6005, 1.2706], [2.0388, 2.6340, -0.1412], [1.1098, 4.1536, -3.7375], [0.7468, 4.2798, -6.1717], [-0.7384, 2.6506, -7.2869], [-1.8515, 0.8892, -5.9571], [-1.4532, 0.7550, -3.5102], [0.9947, 1.1593, 3.4306], [1.3859, 0.8387, 2.0004], [2.5897, 0.9294, 1.7245], [1.8692, 1.1824, 4.0817], [0.2563, 0.4438, 3.8013], [0.5107, 2.1395, 3.4277]],
  "nbo_charge": [2.1173, -0.6864, 0.2852, -0.3376, -0.4450, 0.3138, -0.7829, -0.2741, 0.1872, -0.2211, -0.1364, -0.2458, 0.0937, -0.5091, 0.2628, 0.2451, 0.2236, 0.4020, 0.4086, 0.2298, 0.2260, 0.2307, 0.2261, -0.7173, -0.5170, 0.8881, -0.6418, -0.8466, 0.3907, 0.4310, 0.3856, -0.9167, 0.2963, -0.1288, -0.1409, -0.2296, -0.2042, -0.2063, -0.1822, -0.0413, -0.2014, -0.2163, -0.2032, -0.2180, -0.1931, 0.2103, 0.2126, 0.2129, 0.2200, 0.2285, 0.2218, 0.2146, 0.2133, 0.2120, 0.2209, -0.7322, 0.1384, -0.6545, 0.2185, 0.2234, 0.2388],
  "e_above_lowest_kj_mol": 0.0,
  "fmax_ha_per_bohr": 0.0149,
  "orbital_gap_ev": 6.82,
  "charge": 0
}

***

{
  "formula": "C24H25Mg2N9O12",
  "method": "ωB97M-V/def2-TZVPD",
  "species": ["Mg", "Mg", "N", "O", "O", "O", "N", "O", "O", "O", "N", "O", "O", "O", "N", "O", "O", "O", "N", "C", "C", "C", "C", "H", "H", "H", "H", "H", "N", "C", "C", "C", "C", "C", "H", "H", "H", "H", "H", "N", "C", "C", "C", "C", "C", "H", "H", "H", "H", "H", "N", "C", "C", "C", "C", "C", "H", "H", "H", "H", "H", "N", "C", "C", "C", "C", "C", "H", "H", "H", "H", "H"],
  "coordinates": [[6.8290, 10.9538, -29.2603], [5.6006, 7.4140, -32.0232], [8.2609, 9.0880, -31.4554], [7.4544, 8.3291, -32.0666], [9.4441, 8.8081, -31.4604], [7.8546, 10.0950, -30.8434], [9.6505, 10.1860, -27.8572], [10.5635, 9.9951, -28.6792], [9.6583, 9.6080, -26.7635], [8.6584, 10.9152, -28.1696], [6.2232, 7.7838, -28.7939], [6.5637, 8.9733, -28.7678], [6.1102, 7.0754, -27.8096], [5.9635, 7.3309, -29.9375], [4.6671, 10.6177, -31.4691], [4.7340, 9.3734, -31.6214], [5.1945, 11.0775, -30.4248], [4.1360, 11.3211, -32.3064], [7.2098, 6.1496, -25.3573], [6.8074, 5.3677, -24.3292], [7.8631, 5.1627, -23.4542], [8.9624, 5.8165, -24.0551], [8.5197, 6.4957, -25.1595], [6.6252, 6.3959, -26.1394], [5.8146, 4.9506, -24.2670], [7.9091, 4.5914, -22.5423], [9.9719, 5.8970, -23.6815], [9.1129, 7.1027, -25.8256], [3.7247, 6.6451, -31.6131], [2.5546, 7.1882, -32.0270], [1.2913, 6.8106, -31.6246], [1.1795, 5.6893, -30.8096], [2.3314, 5.0646, -30.3830], [3.5490, 5.6014, -30.7626], [2.7067, 8.1302, -32.5440], [0.4330, 7.3461, -32.0008], [0.1910, 5.2839, -30.6358], [2.2565, 4.2089, -29.7284], [4.4480, 5.1537, -30.3584], [5.8968, 2.5360, -28.7954], [6.6190, 3.5433, -28.2902], [7.1628, 3.4158, -27.0141], [7.0686, 2.2405, -26.2752], [6.3139, 1.2306, -26.8687], [5.7372, 1.3988, -28.1116], [6.7388, 4.4232, -28.9059], [7.7848, 4.2015, -26.6057], [7.6204, 2.0825, -25.3617], [6.1863, 0.2733, -26.3758], [5.2172, 0.5504, -28.5358], [6.4043, 5.5672, -32.1426], [7.6734, 5.4034, -31.6804], [8.3493, 4.1990, -31.6195], [7.7968, 3.1225, -32.2887], [6.5380, 3.2232, -32.8124], [5.8868, 4.4344, -32.6925], [8.0896, 6.2226, -31.1086], [9.2739, 4.0858, -31.0745], [8.3505, 2.1949, -32.3737], [6.0400, 2.5009, -33.4430], [4.8632, 4.5140, -33.0378], [5.9294, 11.4787, -27.5262], [4.8968, 12.3512, -27.5012], [4.2659, 12.8069, -26.3719], [4.7107, 12.3417, -25.1422], [5.7448, 11.4203, -25.0926], [6.2676, 10.9975, -26.3167], [4.5356, 12.7445, -28.4451], [3.3980, 13.4485, -26.4027], [4.1972, 12.5561, -24.2129], [6.0818, 10.9000, -24.2098], [7.0554, 10.2526, -26.3466]],
  "mulliken_charge": [1.2383, 1.3258, 0.7985, -0.6440, -0.5462, -0.5144, 0.8682, -0.6018, -0.5854, -0.5394, 0.3437, -0.2617, -0.8802, -0.2674, 0.5299, -0.3328, -0.4105, -0.5695, 0.3946, -0.6099, -0.5544, -0.4882, -0.5276, 0.3678, 0.4094, 0.4340, 0.4331, 0.4454, 0.4536, -0.3136, -0.7050, -0.1232, -1.0994, -0.3444, 0.3737, 0.4316, 0.4043, 0.4742, 0.7346, -0.2583, -0.3931, -0.2684, -0.6728, -0.1899, -0.4324, 0.5803, 0.4280, 0.4654, 0.3527, 0.3554, 0.2773, -0.1198, -0.9758, -0.1252, -0.9774, 0.0417, 0.3276, 0.4867, 0.4092, 0.4370, 0.4333, 0.1809, -0.0128, -0.7746, -0.0389, -0.9270, -0.1525, 0.3519, 0.3978, 0.3686, 0.4147, 0.4690],
  "e_above_lowest_kj_mol": 0.0,
  "fmax_ha_per_bohr": 0.0612,
  "orbital_gap_ev": 7.03,
  "charge": 0
}